C29H78As3F21N6O9S as an isolated structure in a non-equilibrium geometry. Source: the OMol25 dataset; level of theory: ωB97M-V with the def2-TZVPD basis set.

E in eV: -309117.122
LUMO in eV: -4.8003
Orbital gap in eV: 7.578
Net charge: +2

Atoms and positions in Å:
C (17.0335, 12.9547, 8.1102)
N (16.5062, 14.0118, 9.0167)
C (17.6513, 14.9010, 9.4110)
C (15.5443, 14.8266, 8.2136)
C (15.7723, 13.4208, 10.2134)
C (16.5395, 12.3765, 11.0634)
O (17.7165, 12.8787, 11.6781)
H (17.7233, 13.3707, 7.3791)
H (16.2582, 12.3968, 7.5759)
H (17.5936, 12.2050, 8.6713)
H (17.3233, 15.7021, 10.0698)
H (17.9588, 15.4461, 8.5160)
H (18.4180, 14.2632, 9.8274)
H (15.9518, 14.9491, 7.2134)
H (15.3381, 15.7892, 8.6928)
H (14.5326, 14.4319, 8.2108)
H (14.8926, 12.8669, 9.8693)
H (15.4075, 14.2845, 10.7617)
H (16.7149, 11.5195, 10.4139)
H (15.8176, 12.0947, 11.8400)
H (18.5053, 12.3607, 11.4832)
C (14.4951, 22.8617, 11.5484)
N (15.1881, 21.5774, 11.8289)
C (14.1867, 20.4490, 11.8206)
C (16.1972, 21.3907, 10.7716)
C (15.9390, 21.6341, 13.2139)
C (15.1975, 21.6291, 14.5207)
O (14.2743, 22.6978, 14.6537)
H (14.0719, 22.7218, 10.5511)
H (15.3174, 23.5721, 11.5668)
H (13.6499, 23.0209, 12.2208)
H (14.6414, 19.5344, 12.1992)
H (13.8868, 20.4300, 10.7726)
H (13.3349, 20.6058, 12.4895)
H (17.0151, 22.1072, 10.9195)
H (15.7078, 21.5617, 9.8184)
H (16.7251, 20.4517, 10.9687)
H (16.3713, 22.6303, 13.1505)
H (16.7053, 20.8586, 13.3842)
H (16.0115, 21.6655, 15.2407)
H (14.6124, 20.7087, 14.5302)
H (13.8038, 22.7073, 15.4949)
C (17.9404, 10.5543, 15.4739)
N (18.9238, 9.7795, 14.6324)
C (19.3047, 8.5521, 15.3850)
C (18.2903, 9.3918, 13.3489)
C (20.1276, 10.6859, 14.2929)
C (21.0367, 11.0115, 15.5170)
O (21.9812, 10.0021, 15.5667)
H (17.0048, 9.9981, 15.5471)
H (17.6976, 11.4999, 14.9912)
H (18.3689, 10.7228, 16.4585)
H (18.4053, 7.9531, 15.5397)
H (19.6944, 8.8074, 16.3661)
H (19.9661, 7.9834, 14.7378)
H (17.3858, 8.8472, 13.6356)
H (19.0107, 8.7852, 12.7944)
H (17.9584, 10.2752, 12.8036)
H (19.6913, 11.5719, 13.8393)
H (20.7134, 10.0890, 13.6002)
H (20.3207, 11.0501, 16.3431)
H (21.4143, 12.0032, 15.2438)
H (22.6009, 10.2057, 16.2746)
C (9.8724, 19.7067, 16.7093)
N (10.8338, 18.7551, 16.0038)
C (11.4241, 19.3980, 14.8213)
C (11.8723, 18.3327, 17.0076)
C (10.0831, 17.4771, 15.5541)
C (9.2465, 17.5288, 14.2707)
O (8.1470, 18.3973, 14.5262)
H (10.5269, 20.4607, 17.1528)
H (9.2603, 19.1862, 17.4506)
H (9.1744, 20.1925, 16.0279)
H (12.1614, 20.1198, 15.1773)
H (10.6750, 19.9740, 14.2941)
H (11.9194, 18.6383, 14.2106)
H (12.4506, 17.5691, 16.4867)
H (11.4407, 17.8418, 17.8841)
H (12.4523, 19.1908, 17.3573)
H (9.4910, 17.2019, 16.4231)
H (10.8809, 16.7471, 15.3804)
H (8.9556, 16.4772, 14.2202)
H (9.8558, 17.9240, 13.4630)
H (7.6452, 18.5167, 13.7134)
C (21.1316, 15.9409, 18.1298)
N (21.1219, 15.8624, 19.6475)
C (21.6588, 14.5515, 20.1079)
C (22.0145, 16.9272, 20.1923)
C (19.7249, 16.1894, 20.1854)
C (18.5342, 15.3613, 19.7695)
O (18.0854, 15.7391, 18.4344)
H (22.1713, 15.8733, 17.7898)
H (20.8216, 16.9305, 17.7925)
H (20.4762, 15.1483, 17.7708)
H (21.0005, 13.7139, 19.8457)
H (21.6944, 14.6228, 21.1932)
H (22.6448, 14.3281, 19.6862)
H (21.9581, 16.9333, 21.2845)
H (21.6993, 17.9074, 19.8429)
H (23.0174, 16.7630, 19.7934)
H (19.5212, 17.2312, 19.9317)
H (19.8553, 16.1934, 21.2691)
H (17.8632, 15.4927, 20.6218)
H (18.7897, 14.3079, 19.8614)
H (17.1242, 15.8301, 18.5384)
C (16.2715, 17.9634, 16.2341)
C (16.8377, 17.5253, 14.9315)
O (16.6205, 17.9908, 13.8682)
N (17.7360, 16.2616, 14.9871)
H (18.7194, 16.4776, 14.8813)
H (17.7030, 15.8609, 15.9253)
C (17.3907, 15.2076, 13.9903)
H (15.6830, 17.1238, 16.5882)
H (15.7823, 18.9127, 16.0298)
H (17.0694, 18.1961, 16.9477)
H (17.9182, 14.3067, 14.3076)
H (17.8119, 15.5292, 13.0410)
H (16.3199, 15.0285, 14.0392)
C (21.1536, 15.9085, 12.4392)
F (20.4509, 15.0728, 11.5562)
F (22.1881, 16.4438, 11.8254)
F (20.2956, 16.9389, 12.6605)
S (21.5763, 15.0121, 14.0028)
O (22.4040, 15.9726, 14.6017)
O (20.2908, 14.8032, 14.6519)
O (22.2130, 13.7644, 13.5994)
As (20.1999, 19.7528, 15.3747)
F (20.6343, 21.4206, 15.4796)
F (19.5227, 19.8146, 17.0011)
F (19.7143, 18.0279, 15.2590)
F (20.7882, 19.6649, 13.7507)
F (21.7464, 19.3761, 16.0539)
F (18.6030, 20.2786, 14.8283)
As (15.5490, 13.1874, 16.9373)
F (15.5326, 13.6780, 18.6370)
F (17.3190, 13.1831, 17.0370)
F (15.6016, 12.7561, 15.2001)
F (13.7974, 13.2615, 16.8997)
F (15.7643, 14.9038, 16.5517)
F (15.4888, 11.4899, 17.3423)
As (15.5134, 18.2835, 20.2240)
F (17.2599, 18.1543, 20.2950)
F (15.4623, 16.9979, 19.0100)
F (13.7461, 18.2310, 20.2163)
F (15.4609, 19.5941, 21.3604)
F (15.6161, 19.4576, 18.9041)
F (15.4557, 17.0974, 21.4973)

Force components x, y, z for each atom (eV/Å):
C 0.478 -1.153 -0.161
N -0.641 -0.190 -0.392
C -0.153 0.352 -0.347
C -0.728 0.815 0.352
C 0.373 -0.364 0.214
C -0.093 0.808 -0.184
O -0.341 0.086 -0.157
H -0.151 0.301 0.065
H -0.238 0.468 0.259
H 0.030 0.313 0.128
H -0.139 -0.462 0.504
H 0.280 -0.479 -0.092
H 0.245 0.362 0.165
H -0.155 0.125 0.056
H 0.777 0.048 -0.020
H 0.216 -0.902 -0.343
H 0.128 0.247 -0.379
H 0.191 0.004 0.357
H 0.147 -0.200 0.223
H 0.131 -0.112 -0.072
H -0.138 -0.034 -0.110
C -0.175 -0.549 -0.305
N -0.434 -1.156 2.698
C 0.375 0.264 -0.176
C 1.238 -0.108 0.705
C 0.196 1.511 -0.259
C -1.488 -0.331 -0.553
O 0.069 0.421 -0.673
H 0.176 0.444 -0.071
H -0.652 0.645 -0.004
H 0.630 0.234 0.287
H 0.380 -0.038 -0.507
H -0.362 -0.651 0.207
H 0.194 0.686 -0.264
H -0.493 0.290 -0.106
H 0.273 -0.495 -0.196
H -0.559 -0.222 -0.634
H 0.675 -0.122 -0.035
H -0.159 0.104 -1.013
H -0.107 -0.260 0.417
H 0.300 -0.518 0.688
H 0.447 -0.197 0.077
C -0.242 0.020 -0.343
N -0.010 1.139 0.423
C -0.397 -0.314 -0.396
C -0.479 -0.269 0.523
C 0.108 -0.807 0.944
C -2.095 0.520 -2.143
O 0.506 -0.375 0.615
H 0.198 -0.144 0.170
H 0.230 0.028 0.052
H -0.189 0.053 -0.095
H -0.061 0.153 -0.058
H 0.383 0.018 -0.277
H 0.417 -0.019 0.407
H 0.225 -0.261 -0.401
H -0.357 0.093 -0.080
H 0.333 0.056 0.048
H 0.154 0.091 -0.007
H 0.146 0.234 -0.290
H 0.637 0.229 0.581
H 0.330 -0.022 0.542
H 0.192 -0.124 -0.072
C 0.346 0.357 -0.183
N -2.026 -0.527 0.475
C 0.860 0.559 0.405
C 0.217 -0.493 -0.248
C 0.697 0.393 -0.006
C 0.010 0.858 2.069
O 0.301 -0.208 -0.291
H -0.346 -0.055 0.235
H 0.534 -0.083 -0.012
H 0.275 -0.290 -0.287
H 0.108 -0.088 -0.048
H -0.255 -0.284 -0.266
H -0.125 0.205 0.020
H 0.512 0.294 0.264
H -0.326 0.226 -0.240
H 0.016 -0.177 -0.273
H -0.099 -0.240 -0.138
H -0.186 -0.028 0.196
H -0.166 0.051 -0.858
H -0.055 -0.537 -0.449
H -0.153 -0.038 0.038
C 0.426 0.158 0.304
N -0.255 0.663 -0.881
C -0.547 -0.443 0.299
C 0.274 0.346 -0.210
C 0.316 0.507 0.312
C 0.912 0.019 -0.405
O -0.063 -0.488 1.850
H -0.249 -0.506 0.052
H -0.461 -0.110 0.235
H 0.199 0.178 -0.253
H -0.055 0.465 -0.094
H 0.229 -0.218 0.019
H -0.202 0.487 0.080
H 0.250 -0.218 -0.233
H -0.260 -0.081 -0.149
H -0.018 -0.104 0.380
H 0.144 -0.057 -0.259
H -0.137 -0.318 0.037
H -0.776 0.456 -0.694
H -0.046 -0.417 -0.605
H -0.046 0.098 -0.191
C 1.096 0.216 -0.597
C 0.813 -0.568 0.734
O -0.154 0.077 -1.067
N -0.943 -0.099 0.447
H 0.872 0.686 -0.285
H -0.314 -0.128 0.335
C 0.378 -0.075 0.406
H -0.393 0.228 0.472
H -0.496 -0.261 0.252
H 0.001 -0.313 0.067
H -0.087 0.169 -0.095
H -0.394 -0.070 -0.119
H 0.028 0.066 -0.316
C -1.404 0.236 -0.533
F 0.754 0.479 0.394
F 0.127 -0.658 -0.198
F 0.094 -0.605 0.241
S -0.235 -1.761 -0.904
O 1.391 1.513 1.290
O -0.781 0.012 -0.051
O -0.560 0.460 -0.128
As 0.437 0.824 1.003
F -0.166 0.068 -0.163
F 0.155 -0.455 -0.542
F 0.076 0.783 0.180
F -0.345 -0.143 0.257
F -0.379 -0.626 -0.258
F -0.247 -0.516 -0.468
As 0.158 0.141 1.749
F -0.102 -0.549 -1.138
F -0.546 -0.586 -0.554
F 0.061 0.431 0.820
F 1.046 0.223 -0.406
F -0.633 -0.239 -0.602
F 0.188 0.581 -0.311
As -0.577 -0.105 0.864
F -0.324 0.248 -0.313
F 0.254 0.123 0.002
F 0.512 0.436 -0.563
F 0.215 -0.421 -0.440
F -0.247 -0.573 0.339
F 0.127 0.157 -0.288

Here are the Löwdin charges for atoms 1 to 4, given in e:
1. C 0.005
2. N -0.350
3. C 0.026
4. C -0.002